[1]
Molecular formula: C37H37BO3S
Method: DFT, the ωB97M-V functional and the def2-TZVPD basis

Geometry as XYZ:
```
79
Properties=species:S:1:pos:R:3:forces:R:3
C 6.808 0.665 0.090 0.45 -0.26 -0.23
C 5.404 0.903 0.471 -1.20 -0.44 1.08
C 4.848 0.703 1.725 0.31 0.46 -1.01
C 3.608 1.387 1.891 -0.30 0.41 -1.00
C 3.201 2.072 0.740 1.26 -2.02 1.02
B -0.332 -0.820 -0.013 1.64 1.79 1.10
C 2.175 3.060 0.593 -1.24 0.95 0.08
C 1.372 3.449 1.699 -0.01 0.10 -0.95
C 0.424 4.467 1.527 0.16 -0.36 0.07
C 0.282 5.106 0.297 0.14 -0.03 -0.17
C 1.074 4.716 -0.792 -0.49 0.25 0.18
C 2.004 3.706 -0.648 0.19 -0.37 0.14
O 0.727 -1.193 -0.811 -0.60 -0.27 0.71
C 1.294 -2.363 -0.176 0.06 -0.13 0.05
C 0.967 -3.540 -1.082 -0.15 -0.21 -0.13
C 2.789 -2.149 -0.131 0.20 0.04 0.22
C 0.581 -2.442 1.262 -0.22 -0.02 -0.03
C -0.310 -3.672 1.464 0.04 -0.23 -0.18
C 1.480 -2.299 2.480 0.26 -0.30 0.08
O -0.308 -1.321 1.268 0.44 -0.63 -0.96
S 4.262 1.633 -0.589 0.19 0.92 0.77
H 7.373 0.559 1.022 0.11 -0.15 -0.32
H 6.933 -0.224 -0.534 0.15 0.02 0.06
H 7.212 1.528 -0.457 -0.04 -0.23 0.13
H 5.363 0.122 2.484 -0.05 0.33 0.08
H 3.062 1.412 2.832 0.16 0.11 -0.23
H 1.484 2.927 2.651 -0.10 0.28 -0.29
H -0.248 4.734 2.346 0.32 -0.05 -0.16
H -0.466 5.895 0.178 0.29 -0.30 0.02
H 0.925 5.180 -1.767 0.07 -0.05 0.27
H 2.616 3.388 -1.509 -0.40 0.28 0.52
H 1.424 -4.463 -0.705 -0.15 0.13 -0.10
H -0.117 -3.679 -1.189 0.29 0.00 0.04
H 1.366 -3.335 -2.082 0.00 -0.04 0.20
H 3.278 -3.067 0.224 0.08 0.34 -0.06
H 3.142 -1.903 -1.138 -0.04 -0.19 0.11
H 3.044 -1.299 0.510 0.05 -0.19 -0.02
H 0.293 -4.587 1.414 -0.26 0.08 0.04
H -0.763 -3.598 2.458 0.08 -0.07 -0.15
H -1.132 -3.729 0.728 0.44 0.06 0.23
H 2.156 -3.162 2.503 0.07 0.25 0.18
H 2.055 -1.368 2.500 -0.05 -0.16 -0.21
H 0.865 -2.320 3.392 0.11 -0.02 -0.33
C -3.810 -5.195 -2.928 0.12 0.73 -0.17
O -2.997 -4.124 -3.440 -0.66 -0.19 0.07
C -2.930 -2.949 -2.768 0.33 0.57 0.86
C -1.988 -2.024 -3.281 -0.27 -0.95 0.15
C -1.488 -1.052 -2.460 -0.45 0.63 0.51
C -2.035 -0.811 -1.169 -1.25 -0.23 -0.75
C -1.405 0.281 -0.264 -0.37 -0.85 -0.20
C -2.141 0.568 1.040 -0.32 0.74 -0.22
C -2.452 1.934 1.105 0.11 -0.30 0.02
C -3.057 2.516 2.219 0.25 -0.03 -0.35
C -3.296 1.727 3.335 0.00 -0.28 0.04
C -3.011 0.355 3.281 -0.12 0.14 -0.30
C -2.504 -0.228 2.113 -0.22 -0.33 0.66
C -2.060 2.545 -0.162 -0.33 0.23 -0.33
C -1.324 1.631 -0.941 -0.73 0.64 -0.02
C -0.930 2.040 -2.219 -0.05 0.21 0.03
C -1.435 3.239 -2.760 0.25 -0.11 0.67
C -2.224 4.101 -1.980 0.14 -0.20 0.09
C -2.505 3.769 -0.656 0.38 -0.07 -0.08
C -3.127 -1.601 -0.766 0.45 0.70 -0.07
C -3.587 -2.654 -1.548 0.41 -0.82 -1.01
H -3.640 -5.991 -3.644 -0.20 -0.18 0.07
H -3.506 -5.519 -1.922 0.07 0.23 -0.21
H -4.866 -4.894 -2.913 0.16 -0.18 -0.02
H -1.581 -2.179 -4.280 -0.02 -0.12 0.32
H -0.644 -0.467 -2.814 -0.28 -0.12 0.14
H -3.300 3.575 2.167 -0.01 -0.17 0.30
H -3.728 2.154 4.239 0.12 -0.06 -0.20
H -3.188 -0.284 4.148 -0.09 0.23 -0.27
H -2.390 -1.309 2.088 0.11 0.34 0.07
H -0.213 1.444 -2.778 -0.34 0.12 -0.14
H -1.177 3.518 -3.780 0.00 -0.06 0.23
H -2.589 5.043 -2.387 0.08 -0.25 -0.02
H -3.056 4.429 0.021 0.06 -0.11 -0.45
H -3.615 -1.386 0.185 0.11 -0.09 -0.31
H -4.414 -3.280 -1.211 0.30 0.12 0.04
```
Positions in Å, forces in eV/Å.

Output
Total charge: 0
Multiplicity: 1
Molar mass: 572.58 g/mol
HOMO-LUMO gap: 0.29089 Eh

Atomic partial charges in e from the Mulliken method, atoms 1 to 8: -1.26, 0.71, -0.84, -0.51, 0.06, 2.47, 1.55, -0.44

[2]
Molecular formula: C42H35AsBrNNiP2S4Si
Method: DFT, the ωB97M-V functional and the def2-TZVPD basis

Geometry as XYZ:
```
88
Properties=species:S:1:pos:R:3:forces:R:3
Ni 1.120 -0.603 1.492 0.35 -0.28 -0.15
C 0.089 2.753 2.273 0.05 -0.02 0.08
Si 0.832 1.539 1.026 -0.24 0.03 0.13
C -0.095 1.807 -0.650 -0.08 0.01 0.00
C 0.640 2.115 -1.803 0.00 -0.07 0.04
C 0.033 2.333 -3.030 0.03 0.01 -0.03
C -1.349 2.285 -3.138 -0.02 0.01 -0.01
C -2.104 1.972 -2.019 -0.01 -0.01 0.03
C -1.496 1.695 -0.793 0.08 -0.04 0.03
P -2.449 1.170 0.694 -0.17 -0.08 -0.04
C -2.931 -0.594 0.333 0.07 -0.01 0.02
C -2.308 -1.612 -1.439 0.00 -0.05 0.04
C -2.305 -3.099 -1.612 0.03 -0.01 -0.04
C -2.014 -3.688 -0.459 0.04 0.02 0.06
C -2.829 -2.567 1.725 -0.34 0.25 -0.25
C -3.456 -1.219 1.616 -0.10 -0.08 -0.15
C -4.053 2.009 0.389 0.05 0.11 -0.01
C -4.042 3.395 0.206 -0.07 0.03 -0.01
C -5.220 4.110 0.061 0.00 0.00 0.00
C -6.446 3.455 0.110 0.00 0.01 0.00
C -6.474 2.083 0.307 0.02 0.00 0.00
C -5.290 1.366 0.444 -0.03 0.01 0.03
C 2.583 2.270 0.696 0.05 -0.15 -0.11
C 2.942 3.618 0.696 0.05 -0.01 0.00
C 4.266 4.006 0.536 0.02 -0.05 -0.01
C 5.261 3.046 0.371 -0.03 0.06 0.01
C 4.926 1.700 0.352 0.00 -0.01 0.00
C 3.596 1.319 0.501 -0.18 0.01 0.03
P 2.950 -0.409 0.466 0.09 0.26 -0.29
C 2.818 -0.708 -1.347 0.00 0.05 0.02
C 1.734 -1.454 -1.803 0.00 0.02 0.00
C 1.540 -1.654 -3.163 -0.01 -0.01 0.03
C 2.416 -1.097 -4.084 -0.02 -0.03 0.00
C 3.495 -0.345 -3.639 0.01 0.01 0.02
C 3.694 -0.154 -2.279 -0.02 0.01 -0.01
C 4.419 -1.375 0.971 -0.08 0.03 0.06
C 4.621 -1.526 2.344 -0.12 -0.11 0.02
C 5.731 -2.209 2.810 0.00 0.00 0.01
C 6.646 -2.753 1.915 -0.01 0.00 -0.01
C 6.434 -2.627 0.550 0.00 -0.01 0.00
C 5.319 -1.943 0.078 0.03 0.06 0.04
H -0.045 3.754 1.850 -0.01 0.00 -0.01
H 0.768 2.819 3.126 0.04 0.03 0.01
H -0.869 2.388 2.644 0.10 0.05 -0.02
H 1.720 2.179 -1.744 0.02 0.02 0.02
H 0.643 2.552 -3.900 0.00 0.01 0.00
H -1.838 2.491 -4.084 0.00 -0.01 0.00
H -3.185 1.962 -2.096 0.01 -0.05 -0.01
H -1.782 -1.060 -2.223 0.01 0.02 -0.03
H -2.544 -3.603 -2.540 0.00 0.00 -0.01
H -1.947 -4.755 -0.288 0.00 0.01 0.02
H -2.550 -2.952 2.702 -0.14 -0.01 -0.19
H -3.581 -0.596 2.491 -0.02 0.01 0.01
H -3.091 3.916 0.172 -0.01 0.00 0.00
H -5.182 5.183 -0.086 -0.01 0.01 0.00
H -7.368 4.012 0.001 0.00 0.00 0.00
H -7.421 1.559 0.352 0.00 0.00 0.00
H -5.344 0.296 0.597 0.01 -0.01 0.00
H 2.180 4.376 0.843 0.00 -0.01 0.00
H 4.531 5.058 0.558 0.00 0.00 0.00
H 6.297 3.348 0.270 0.00 0.00 0.00
H 5.700 0.947 0.243 0.00 0.00 0.00
H 1.034 -1.861 -1.082 -0.07 -0.04 0.07
H 0.692 -2.240 -3.496 -0.01 0.02 -0.01
H 2.254 -1.241 -5.146 0.00 0.00 0.01
H 4.180 0.101 -4.352 0.00 0.00 0.00
H 4.529 0.450 -1.943 -0.01 0.01 0.00
H 3.865 -1.188 3.049 0.03 0.04 -0.01
H 5.853 -2.353 3.876 0.00 0.02 0.00
H 7.505 -3.302 2.283 0.00 0.00 -0.01
H 7.127 -3.077 -0.152 0.00 0.00 0.00
H 5.147 -1.870 -0.989 0.01 -0.01 0.01
S 1.816 -2.034 5.115 0.02 -0.12 -0.13
As 0.451 -2.520 3.554 -0.02 -0.21 0.24
S -0.602 -0.685 2.884 0.56 0.22 0.16
S 1.519 -2.887 1.621 -0.04 0.34 0.42
S -0.957 -4.084 3.918 0.41 -0.16 0.34
Br -6.379 -3.937 0.110 -0.04 -0.03 -0.02
C -5.011 -2.596 0.148 0.05 0.06 0.07
C -4.801 -1.865 -0.937 -0.03 -0.01 -0.04
C -3.658 -0.917 -1.017 0.02 0.04 -0.03
N -1.743 -1.387 -0.091 0.03 -0.04 -0.16
C -1.770 -2.687 0.639 -0.16 -0.06 0.01
C -4.325 -2.442 1.441 -0.07 -0.04 -0.09
H -5.387 -2.038 -1.832 0.01 0.00 0.00
H -3.918 -0.053 -1.628 0.01 0.02 -0.01
H -0.820 -2.865 1.146 -0.15 -0.07 -0.21
H -4.940 -2.704 2.293 -0.02 -0.02 0.01
```
Positions in Å, forces in eV/Å.

Output
Total charge: -2
Multiplicity: 1
Molar mass: 985.57 g/mol
HOMO-LUMO gap: 0.19546 Eh

Atomic partial charges in e from the Mulliken method, atoms 1 to 8: 1.26, -1.32, 1.28, 0.00, 0.06, -0.90, -1.02, 0.16

[3]
Molecular formula: C2H6O5
Method: DFT, the ωB97M-V functional and the def2-TZVPD basis

Geometry as XYZ:
```
13
Properties=species:S:1:pos:R:3:forces:R:3
C -0.591 -0.294 0.097 -1.51 -0.03 0.21
C -1.416 0.818 -0.437 0.20 0.34 -0.06
O -0.695 -1.431 -0.572 1.72 1.31 1.14
O 1.419 0.061 -0.625 -0.51 0.98 -0.34
O 0.526 -2.081 -0.098 0.16 -1.07 -0.43
O 2.216 0.557 0.464 0.07 -1.44 0.58
O -0.337 -0.252 1.389 0.24 -0.20 -1.11
H 2.336 1.512 0.386 -0.57 -0.07 -0.90
H 1.282 -1.093 -0.527 0.03 0.35 1.03
H 0.155 -1.073 1.607 0.00 0.01 -0.20
H -2.459 0.667 -0.146 0.10 -0.12 0.05
H -1.082 1.764 -0.015 0.02 -0.04 -0.02
H -1.355 0.845 -1.522 0.06 -0.03 0.06
```
Positions in Å, forces in eV/Å.

Output
Total charge: 0
Multiplicity: 1
Molar mass: 110.06 g/mol
HOMO-LUMO gap: 0.37168 Eh

Atomic partial charges in e from the Mulliken method, atoms 1 to 8: 0.92, -1.24, -0.15, -0.45, -0.59, -0.33, -0.38, 0.31

The lowest molar mass belongs to which entry?
C2H6O5

Which of these has the lowest HOMO-LUMO gap?
C42H35AsBrNNiP2S4Si

Number 1 is which compound?
C37H37BO3S

Copy entry 3 word for word.
Molecular formula: C2H6O5
Method: DFT, the ωB97M-V functional and the def2-TZVPD basis

Geometry as XYZ:
```
13
Properties=species:S:1:pos:R:3:forces:R:3
C -0.591 -0.294 0.097 -1.51 -0.03 0.21
C -1.416 0.818 -0.437 0.20 0.34 -0.06
O -0.695 -1.431 -0.572 1.72 1.31 1.14
O 1.419 0.061 -0.625 -0.51 0.98 -0.34
O 0.526 -2.081 -0.098 0.16 -1.07 -0.43
O 2.216 0.557 0.464 0.07 -1.44 0.58
O -0.337 -0.252 1.389 0.24 -0.20 -1.11
H 2.336 1.512 0.386 -0.57 -0.07 -0.90
H 1.282 -1.093 -0.527 0.03 0.35 1.03
H 0.155 -1.073 1.607 0.00 0.01 -0.20
H -2.459 0.667 -0.146 0.10 -0.12 0.05
H -1.082 1.764 -0.015 0.02 -0.04 -0.02
H -1.355 0.845 -1.522 0.06 -0.03 0.06
```
Positions in Å, forces in eV/Å.

Output
Total charge: 0
Multiplicity: 1
Molar mass: 110.06 g/mol
HOMO-LUMO gap: 0.37168 Eh

Atomic partial charges in e from the Mulliken method, atoms 1 to 8: 0.92, -1.24, -0.15, -0.45, -0.59, -0.33, -0.38, 0.31